Entry 1:
A 4-piece molecular cluster, C14H34NO13PSi overall, computed with the ωB97M-V functional and the def2-TZVPD basis.

Cartesian coordinates (Å):
H -5.352 -6.777 2.614
O -5.261 -1.079 -1.294
H -4.224 0.290 -2.467
C -0.054 0.640 0.900
C 3.471 4.138 -1.425
O 4.231 3.081 -0.827
H 4.020 -0.676 -2.845
H 1.866 4.401 0.802
H 1.611 2.285 -0.612
H 3.595 1.510 -2.011
C -4.458 -0.772 -2.437
H 4.669 -1.515 -8.485
H 1.625 -0.664 1.335
C 1.067 -0.287 0.473
H 3.981 5.450 3.215
H 5.836 -0.894 -7.290
P 4.530 5.856 1.182
H -0.785 0.061 1.461
C -6.025 -4.642 4.904
O -5.432 -3.645 4.581
H -0.536 1.070 0.025
H -4.206 -5.576 3.260
O 5.299 4.484 1.497
O 3.947 -1.431 -6.604
O 5.330 -1.783 -4.855
O 1.979 0.260 -0.471
H -5.057 -1.046 -3.299
O -3.581 -0.340 0.019
H -7.519 -3.876 7.631
C 3.305 -1.418 -3.190
H 5.457 7.795 1.038
H -4.137 -1.482 2.354
H 4.162 4.735 -2.025
C 2.373 1.594 -0.239
C 3.694 1.783 -0.958
H 2.528 1.791 0.826
O -6.787 -4.780 5.985
C -4.683 -0.805 -0.127
H -5.631 -5.039 2.340
H 5.179 3.834 0.785
C -5.250 -5.783 3.037
O 3.988 6.224 2.647
H 3.648 -2.411 -2.906
C 5.060 -1.633 -7.479
Si 2.774 5.214 -0.046
O -5.527 -1.131 0.846
H -5.890 -3.323 7.168
H 2.029 6.369 -0.581
H 4.417 1.104 -0.506
C -6.874 -3.608 6.801
H -3.536 -1.348 -2.423
C -5.031 -0.893 2.168
H -7.308 -2.783 6.241
H -5.819 -1.209 2.844
O 3.132 -1.330 -4.609
H 0.625 -1.151 -0.023
H 5.471 -2.632 -7.352
O -6.029 -5.793 4.238
H -4.814 0.164 2.310
N 5.332 6.962 0.477
H 2.333 -1.218 -2.750
H 2.699 3.780 -2.109
H 0.300 1.439 1.550
C 4.243 -1.539 -5.310

Charge: 0
Lowest unoccupied orbital energy: 0.47 eV
HOMO-LUMO gap: 9.246 eV
SMILES string: CCOCCOC[SiH2]P(=N)(O)O.COC(=O)OC.COC(=O)OC.COC(=O)OC
M: 483.5 g mol⁻¹

Entry 2:
C14H35AlFN2O7P2 as an isolated structure, computed with the ωB97M-V functional and the def2-TZVPD basis.

Cartesian coordinates (Å):
H -1.648 0.250 -1.683
H -1.242 -0.048 -5.758
O -2.182 5.863 2.633
H -1.792 0.845 -4.337
H -0.289 -1.712 -0.864
H -1.178 -0.909 0.432
H -1.378 -2.322 -4.496
O -2.995 2.839 4.687
H 5.380 0.138 0.183
H -0.472 3.665 3.677
O 0.741 -0.050 2.747
O -0.843 -2.080 3.035
O -4.555 -1.406 2.148
H 2.607 -3.105 0.747
H 0.576 -0.021 1.791
C 4.329 -0.087 0.391
H 4.985 0.209 -3.675
H 2.457 -1.661 1.749
H 5.699 -0.116 -2.099
C -1.868 5.072 3.466
H -0.560 -1.317 5.491
H 4.137 0.279 1.404
H -0.495 -2.520 -3.002
C -0.218 -0.604 -3.928
N -0.507 -0.417 5.027
H 2.391 0.592 -0.267
C -2.364 -1.465 -2.792
C 4.953 0.487 -2.620
H 0.681 -0.966 -4.434
H -6.125 0.452 4.029
H -1.773 -2.441 -0.228
C -2.126 -0.713 -1.484
H -1.056 -2.181 2.098
C -1.093 -1.805 -3.573
H 3.264 -0.768 -2.162
C 4.128 -1.601 0.366
F -1.917 5.433 4.774
C -1.289 -1.494 -0.482
P -0.654 -0.523 3.481
Al -2.338 0.917 2.648
C 3.435 0.692 -0.576
H 2.839 0.861 -2.626
H -3.091 -0.481 -1.028
H 4.375 -1.998 -0.624
O -5.504 0.978 1.859
C -2.282 2.651 3.732
H -3.036 -0.876 -3.422
H -5.031 1.345 1.098
C 2.713 -2.019 0.751
H 0.127 -0.110 -3.015
C 3.556 0.279 -2.042
H 5.253 1.534 -2.542
H 1.977 -1.619 0.050
P -4.504 -0.026 2.688
H -0.245 1.239 -5.075
N -1.389 3.774 3.253
H 3.670 1.757 -0.486
O -5.225 0.113 4.124
H -2.897 -2.396 -2.575
C -0.916 0.415 -4.824
H 4.839 -2.057 1.061
H -2.036 1.241 1.100

Charge: -1
Lowest unoccupied orbital energy: 2.45 eV
HOMO-LUMO gap: 7.769 eV
M: 451.4 g mol⁻¹

Entry 3:
A 5-piece molecular cluster, C14H35BrClN14O6S overall, computed with the ωB97M-V functional and the def2-TZVPD basis.

Cartesian coordinates (Å):
C 3.090 -3.788 -0.606
H 2.934 7.844 -4.419
H -4.215 -4.845 -0.150
H 3.876 5.792 -8.376
C 4.508 5.967 -6.461
C -7.017 -3.789 -0.551
C 0.250 -2.954 1.096
N -0.693 -3.266 2.097
H -6.436 -5.915 -0.253
N -1.711 3.601 0.546
N 4.300 5.287 -7.617
Cl -3.004 -2.552 -1.027
N 2.225 7.336 -3.918
H 2.594 1.956 6.342
H -3.293 -2.770 3.248
H 4.543 4.323 -7.750
O 1.327 6.572 -1.983
H 1.883 0.564 3.190
H 5.343 4.277 -5.557
H 3.189 -1.743 0.349
H 5.254 5.712 -4.595
C -1.867 -2.867 0.283
C 1.849 2.213 4.474
H 1.526 -5.541 2.620
C 2.397 -2.506 0.064
H -4.782 -2.468 1.041
C -0.381 3.772 0.313
H 3.954 8.322 -2.379
O 3.982 -3.139 2.323
O 1.545 3.387 4.609
H -2.414 4.264 0.279
N -1.983 -3.237 1.626
N -0.058 4.923 -0.318
H 0.916 5.088 -0.509
Br -0.617 -3.678 3.903
C -4.875 -4.742 0.757
H -4.609 -5.618 1.441
H -7.212 -2.886 0.109
H 4.195 -3.805 -0.862
H 1.216 2.033 2.552
N 5.084 5.242 -5.467
H 3.247 7.725 -0.916
O 4.202 7.144 -6.326
N -6.186 -3.412 -1.729
C 2.203 7.197 -2.571
H -3.149 -4.562 2.795
H -5.413 -3.426 2.424
H 3.342 -5.623 2.841
N 2.439 -4.880 -0.878
C 2.400 -5.090 3.173
N 3.228 7.806 -1.918
N 1.640 1.529 3.317
H 1.791 -2.023 -0.749
H 2.324 -5.148 4.293
H -5.808 -2.472 -1.586
H 1.482 6.900 -4.435
H -0.729 5.611 -0.602
O 0.459 2.943 0.652
C -6.396 -4.944 0.344
O 2.299 -2.353 3.807
S 2.515 -3.296 2.648
N 2.424 1.485 5.471
H -5.445 -4.094 -1.898
C -3.224 -3.503 2.378
H 2.681 0.519 5.381
N -0.520 -2.693 -0.063
H -1.990 2.757 1.014
N 1.576 -2.921 1.258
H -6.987 -5.148 1.289
H -8.024 -4.174 -0.915
H 1.451 -4.754 -0.609
C -4.601 -3.429 1.623

Charge: +1
Lowest unoccupied orbital energy: -4.66 eV
HOMO-LUMO gap: 6.275 eV
M: 642.9 g mol⁻¹